The following is a DFT calculation (the ωB97M-V functional and the def2-TZVPD basis) of a molecular structure, C19H36O4PSTl.

The geometry in XYZ format:
```
62
Properties=species:S:1:pos:R:3
Tl 0.309 -0.375 -0.361
O 0.113 0.058 2.128
P 0.283 -0.293 3.596
C 1.992 -0.134 4.186
C 2.870 0.836 3.345
C 3.151 2.191 3.993
C 3.645 2.022 5.426
C 2.568 1.360 6.274
C 2.183 -0.021 5.733
C -1.039 0.671 4.546
C -0.484 2.102 4.516
C -0.617 2.812 3.182
C -2.029 2.672 2.567
C -2.984 1.941 3.505
C -2.440 0.569 3.921
C -0.066 -2.250 3.716
C 0.299 -2.819 5.075
C -0.853 -2.872 6.069
C -2.042 -3.609 5.462
C -2.523 -2.917 4.189
C -1.404 -2.705 3.165
H 2.322 -1.145 3.912
H 2.437 0.969 2.352
H 3.828 0.334 3.195
H 2.260 2.827 3.976
H 3.900 2.705 3.390
H 3.924 2.984 5.854
H 4.547 1.401 5.426
H 1.702 2.019 6.338
H 2.911 1.228 7.301
H 1.306 -0.391 6.271
H 2.996 -0.706 5.986
H -1.001 0.255 5.554
H 0.528 2.159 4.895
H -1.104 2.604 5.277
H 0.135 2.413 2.490
H -0.345 3.858 3.325
H -1.972 2.123 1.624
H -2.433 3.652 2.321
H -3.949 1.794 3.023
H -3.173 2.540 4.400
H -2.435 -0.069 3.032
H -3.109 0.100 4.639
H 0.731 -2.455 2.990
H 1.187 -2.352 5.494
H 0.611 -3.849 4.840
H -1.151 -1.860 6.368
H -0.512 -3.371 6.975
H -2.860 -3.661 6.180
H -1.752 -4.641 5.242
H -2.984 -1.968 4.451
H -3.304 -3.509 3.712
H -1.734 -2.066 2.342
H -1.174 -3.672 2.695
C -2.235 0.161 -4.094
S -1.226 0.018 -2.574
O -1.503 -1.325 -2.013
O -1.586 1.068 -1.626
O 0.182 0.128 -3.009
H -3.259 0.105 -3.737
H -1.942 -0.680 -4.716
H -1.960 1.127 -4.509
```

The value obtained for the energy above the lowest of the compared OMol25 structures with the same formula, charge and spin is 24.4 kcal/mol. The molecular weight is 595.9 g mol⁻¹. The calculation puts the LUMO energy (alpha / beta) at -0.403 / -0.397 Ha. The value obtained for the HOMO energy (alpha / beta) is -16.29 / -16.35 eV. Its charge is +2.

Löwdin population analysis, charges in e, atoms 1 to 4:
1. Tl 1.343
2. O -0.466
3. P 0.968
4. C -0.331

---

The following is a DFT calculation (the ωB97M-V functional and the def2-TZVPD basis) of 7 unconnected molecules or ions with the total composition C19H37Cl3O14 at a distorted geometry.

The geometry in XYZ format:
```
73
Properties=species:S:1:pos:R:3
C -3.936 -0.030 -7.724
O -3.337 -0.161 -6.421
C -4.048 -0.742 -5.461
O -5.141 -1.367 -5.460
O -3.296 -0.727 -4.378
C -3.827 -1.130 -3.076
H -3.402 -0.685 -8.413
H -3.999 0.946 -8.206
H -4.965 -0.378 -7.811
H -4.304 -2.098 -3.227
H -4.698 -0.495 -2.919
H -3.100 -1.132 -2.264
C 0.452 -4.125 -2.169
O 0.795 -4.755 -0.948
C 0.224 -5.841 -0.464
O -0.839 -6.341 -0.814
O 0.937 -6.227 0.551
C 0.712 -7.353 1.261
H -0.393 -3.460 -1.992
H 0.019 -4.910 -2.789
H 1.224 -3.568 -2.701
H 1.596 -7.909 0.950
H -0.252 -7.858 1.330
H 0.937 -7.154 2.309
C -0.791 3.916 2.040
O -0.277 4.946 2.742
C 0.230 5.965 2.084
O 0.580 6.026 0.869
O 0.286 6.969 2.891
C 0.791 8.252 2.524
H -1.628 4.202 1.403
H -1.150 3.128 2.702
H -0.003 3.456 1.444
H 1.812 8.117 2.167
H 0.752 8.875 3.418
H 0.183 8.641 1.707
C 6.861 2.525 5.529
O 6.184 2.112 4.405
C 4.862 2.449 4.156
O 4.091 3.106 4.854
O 4.570 1.890 2.977
C 3.186 1.788 2.620
H 6.480 2.147 6.478
H 6.912 3.613 5.555
H 7.900 2.251 5.352
H 2.846 0.781 2.858
H 3.041 1.896 1.545
H 2.562 2.516 3.140
Cl -2.265 -2.472 5.407
C -3.669 -2.311 4.290
Cl -4.108 -0.570 3.988
Cl -5.177 -2.945 4.971
H -3.323 -2.766 3.362
C -0.189 0.193 -5.165
C -0.032 -0.491 -3.825
C 1.199 0.028 -2.951
O -0.657 -1.499 -3.506
H -0.160 1.270 -4.999
H -1.131 0.024 -5.687
H 0.679 -0.136 -5.736
H 2.117 0.176 -3.520
H 1.360 -0.644 -2.108
H 0.817 0.983 -2.589
C -0.106 -0.640 2.454
C 0.151 -0.740 1.015
C -0.826 -1.715 0.320
O 0.991 -0.035 0.425
H -0.036 0.426 2.666
H 0.730 -1.125 2.958
H -0.988 -1.093 2.906
H -0.282 -2.658 0.379
H -1.094 -1.465 -0.707
H -1.642 -1.861 1.028
```

The molecular weight is 595.9 g mol⁻¹. The calculation puts the LUMO energy at 0.007 Ha. The value obtained for the HOMO energy is -9.51 eV.

Löwdin population analysis, charges in e, atoms 1 to 4:
1. C -0.032
2. O 0.002
3. C -0.567
4. O 0.070

---

The following is a DFT calculation (the ωB97M-V functional and the def2-TZVPD basis) of 2 unconnected molecules or ions with the total composition C19H37N4O5S.

The geometry in XYZ format:
```
66
Properties=species:S:1:pos:R:3
C 3.109 -1.589 0.514
C 2.183 -1.038 -0.565
C 2.136 -1.952 -1.807
C 2.079 -1.210 -3.143
N 0.700 -1.101 -3.706
C -0.157 -0.371 -2.927
N -0.146 0.952 -2.798
C -1.151 1.364 -1.926
C -1.331 2.809 -1.624
C -2.699 3.176 -1.084
C -2.839 3.525 0.379
N -3.647 3.208 -1.920
C -1.780 0.248 -1.522
C -2.939 -0.033 -0.619
C -2.700 -1.294 0.242
C -3.852 -2.294 0.157
C -3.808 -2.947 -1.216
O -2.766 -3.143 -1.814
O -5.001 -3.288 -1.720
C -5.360 -2.669 -2.993
C -6.821 -2.239 -2.932
N -1.147 -0.813 -2.167
H 2.763 -2.554 0.882
H 3.180 -0.917 1.364
H 4.116 -1.722 0.119
H 1.185 -0.942 -0.128
H 2.524 -0.037 -0.834
H 3.006 -2.606 -1.779
H 1.258 -2.595 -1.708
H 2.674 -1.729 -3.888
H 2.453 -0.196 -3.023
H 0.318 -2.031 -3.834
H 0.494 1.550 -3.294
H -1.218 3.358 -2.561
H -0.546 3.158 -0.951
H -3.179 4.550 0.494
H -1.907 3.374 0.920
H -3.571 2.855 0.831
H -4.518 3.494 -1.472
H -3.104 0.804 0.051
H -3.814 -0.164 -1.260
H -2.524 -1.019 1.281
H -1.811 -1.832 -0.069
H -4.821 -1.824 0.301
H -3.710 -3.075 0.905
H -4.702 -1.818 -3.158
H -5.200 -3.409 -3.771
H -7.254 -2.583 -1.997
H -6.917 -1.158 -2.998
H -7.385 -2.659 -3.761
H -1.407 -1.795 -2.069
O 4.942 -0.391 4.886
S 4.656 0.876 4.286
O 5.041 1.126 2.930
O 5.195 2.030 5.222
C 6.589 1.980 5.628
C 7.541 2.371 4.520
C 2.943 1.240 4.462
H 6.807 0.985 6.019
H 6.650 2.682 6.456
H 7.530 1.647 3.707
H 8.555 2.425 4.916
H 7.271 3.342 4.106
H 2.650 1.072 5.494
H 2.411 0.563 3.798
H 2.774 2.272 4.167
```

The molecular weight is 433.6 g mol⁻¹. The calculation puts the LUMO energy at -0.080 Ha. The value obtained for the HOMO energy is -12.26 eV. Its charge is +1.

Löwdin population analysis, charges in e, atoms 1 to 4:
1. C -0.097
2. C -0.262
3. C -0.183
4. C -0.156

---

| no. | energy (Ha) |
| --- | --- |
| 1 | -1957.8848 |
| 2 | -3179.9887 |
| 3 | -1739.3733 |